DFT (ωB97M-V/def2-TZVPD) results for a molecular structure, C32H25N4O2PPtS.

ΔE to the lowest compared entry with this formula, charge and spin = 0.000 eV
HOMO-LUMO gap = 7.66 eV
Lowest unoccupied orbital energy = -0.00567 Ha

Geometry (Å):
Pt (0.646, -0.394, 0.165)
C (-2.523, -5.188, 0.068)
C (-3.141, -4.427, -0.916)
C (-2.548, -3.254, -1.359)
C (-1.337, -2.837, -0.810)
C (-0.720, -3.605, 0.177)
C (-1.315, -4.778, 0.613)
P (-0.488, -1.353, -1.408)
C (-1.783, -0.309, -2.114)
C (-1.713, 0.210, -3.402)
C (-2.724, 1.040, -3.869)
C (-3.802, 1.349, -3.055)
C (-3.874, 0.833, -1.767)
C (-2.867, 0.010, -1.296)
C (0.666, -1.834, -2.697)
C (0.406, -2.470, -3.882)
C (1.483, -2.777, -4.739)
C (2.769, -2.465, -4.384)
C (3.062, -1.836, -3.150)
C (4.374, -1.526, -2.714)
C (4.560, -0.948, -1.491)
C (3.466, -0.642, -0.643)
C (2.176, -0.911, -1.023)
C (1.983, -1.517, -2.299)
H (-2.989, -6.101, 0.415)
H (-4.084, -4.747, -1.338)
H (-3.033, -2.658, -2.122)
H (0.209, -3.263, 0.620)
H (-0.841, -5.361, 1.391)
H (-0.867, -0.021, -4.036)
H (-2.665, 1.446, -4.870)
H (-4.588, 1.996, -3.422)
H (-4.710, 1.079, -1.125)
H (-2.917, -0.385, -0.288)
H (-0.606, -2.740, -4.162)
H (1.288, -3.275, -5.680)
H (3.587, -2.715, -5.049)
H (5.218, -1.760, -3.351)
H (5.563, -0.716, -1.155)
H (3.669, -0.184, 0.320)
N (-4.871, -2.922, 5.411)
C (-3.797, -2.250, 4.874)
C (-2.880, -1.596, 5.701)
C (-1.793, -0.936, 5.160)
C (-1.600, -0.926, 3.787)
C (-2.507, -1.564, 2.955)
C (-3.597, -2.222, 3.490)
S (-0.185, -0.117, 3.126)
O (0.179, 0.941, 4.024)
O (0.818, -1.120, 2.816)
N (-0.590, 0.430, 1.648)
C (-1.369, 1.567, 1.518)
N (-1.164, 2.288, 0.410)
C (-1.931, 3.356, 0.252)
C (-2.886, 3.740, 1.178)
C (-3.015, 2.917, 2.286)
N (-2.283, 1.827, 2.459)
H (-5.092, -2.807, 6.382)
H (-5.606, -3.244, 4.811)
H (-3.030, -1.601, 6.774)
H (-1.095, -0.412, 5.799)
H (-2.368, -1.531, 1.882)
H (-4.304, -2.716, 2.833)
H (-1.769, 3.929, -0.657)
H (-3.493, 4.623, 1.046)
H (-3.743, 3.132, 3.061)

Cartesian forces (eV/Å) of the 6 atoms listed first:
Pt 0.026 -0.262 -0.222
C -0.031 -0.015 -0.011
C 0.019 -0.018 0.008
C 0.020 0.002 0.002
C 0.022 -0.060 -0.067
C -0.025 0.073 0.047

---

DFT (ωB97M-V/def2-TZVPD) results for a molecular structure, C32H26BClLiN2O2PSe.

ΔE to the lowest compared entry with this formula, charge and spin = 0.461 eV
HOMO-LUMO gap = 7.16 eV
Lowest unoccupied orbital energy = 0.01783 Ha

Geometry (Å):
Li (0.842, -0.653, -1.739)
Cl (2.967, -1.992, -1.775)
C (3.615, -1.975, -0.126)
C (4.984, -2.110, -0.005)
C (5.547, -2.100, 1.264)
C (4.735, -1.963, 2.379)
C (3.362, -1.838, 2.227)
C (2.766, -1.838, 0.968)
P (0.971, -1.634, 0.676)
C (0.426, -3.361, 0.447)
C (1.079, -4.450, 1.023)
C (0.604, -5.737, 0.825)
C (-0.534, -5.944, 0.055)
C (-1.192, -4.866, -0.517)
C (-0.711, -3.577, -0.327)
C (0.312, -1.205, 2.318)
C (0.673, 0.026, 2.869)
C (0.162, 0.430, 4.091)
C (-0.738, -0.383, 4.771)
C (-1.114, -1.599, 4.223)
C (-0.589, -2.012, 3.004)
H (5.595, -2.211, -0.890)
H (6.619, -2.196, 1.372)
H (5.170, -1.956, 3.369)
H (2.733, -1.734, 3.102)
H (1.966, -4.291, 1.625)
H (1.121, -6.577, 1.271)
H (-0.905, -6.949, -0.102)
H (-2.076, -5.022, -1.122)
H (-1.224, -2.736, -0.782)
H (1.372, 0.663, 2.337)
H (0.459, 1.382, 4.512)
H (-1.145, -0.066, 5.722)
H (-1.818, -2.236, 4.744)
H (-0.887, -2.966, 2.588)
O (-1.836, -0.316, -1.361)
B (-1.094, -0.350, -2.627)
O (-2.101, -0.382, -3.632)
C (-3.326, -0.377, -3.031)
C (-4.572, -0.410, -3.617)
C (-5.674, -0.407, -2.758)
C (-5.515, -0.374, -1.377)
C (-4.244, -0.339, -0.797)
C (-3.168, -0.339, -1.657)
H (-4.685, -0.439, -4.692)
H (-6.671, -0.432, -3.178)
H (-6.390, -0.374, -0.740)
H (-4.102, -0.313, 0.275)
C (0.672, 3.551, 0.975)
N (0.896, 3.816, -0.431)
C (1.627, 3.048, -1.270)
Se (2.572, 1.508, -0.900)
N (1.536, 3.618, -2.493)
C (0.739, 4.751, -2.455)
C (0.343, 5.651, -3.429)
C (-0.475, 6.693, -3.020)
C (-0.879, 6.827, -1.689)
C (-0.481, 5.921, -0.717)
C (0.334, 4.880, -1.130)
H (0.946, 2.518, 1.163)
H (-0.383, 3.698, 1.202)
H (1.281, 4.212, 1.592)
H (1.966, 3.193, -3.296)
H (0.653, 5.548, -4.460)
H (-0.808, 7.418, -3.750)
H (-1.516, 7.655, -1.410)
H (-0.793, 6.025, 0.313)

Cartesian forces (eV/Å) of the 6 atoms listed first:
Li 0.304 0.446 0.055
Cl 0.107 -0.162 0.348
C -0.097 0.036 -0.437
C 0.056 0.021 0.122
C -0.001 -0.007 -0.064
C -0.027 0.000 -0.018